[1]
The following is a quantum chemistry calculation of a 12-piece molecular cluster, C42H108Cl6O33P6 overall, from OMol25.

Geometry as XYZ:
```
195
Properties=species:S:1:pos:R:3:lowdin_charge:R:1
Cl 29.159 -20.432 -11.095 0.59
C 28.954 -18.714 -11.432 -0.70
C 28.822 -18.274 -12.863 -0.64
Cl 30.379 -18.435 -13.747 0.54
H 29.770 -18.193 -10.930 0.07
H 28.066 -18.357 -10.909 0.05
H 28.460 -17.254 -12.991 0.05
H 28.080 -18.933 -13.313 0.03
Cl 21.824 -14.563 -8.026 0.61
C 23.040 -14.417 -6.639 -0.54
C 23.887 -15.668 -6.651 -0.60
Cl 23.051 -16.969 -5.717 0.62
H 22.457 -14.238 -5.735 0.07
H 23.721 -13.580 -6.793 0.05
H 24.811 -15.446 -6.116 0.06
H 24.153 -16.171 -7.580 0.05
Cl 26.008 -17.839 -15.498 0.54
C 24.649 -18.660 -14.642 -0.60
C 25.127 -19.490 -13.357 -0.61
Cl 25.871 -21.080 -13.777 0.53
H 24.055 -19.239 -15.350 0.05
H 24.021 -17.871 -14.229 0.04
H 24.234 -19.712 -12.773 0.04
H 25.818 -18.980 -12.686 0.02
C 22.194 -21.944 -13.833 -0.11
O 22.296 -20.554 -13.691 -0.26
P 21.025 -19.578 -13.556 0.49
O 21.447 -18.172 -13.170 -0.26
O 20.224 -19.744 -14.972 -0.21
C 20.828 -19.153 -16.115 -0.10
O 20.084 -20.281 -12.472 -0.20
C 20.469 -20.192 -11.116 -0.11
H 22.899 -22.307 -14.581 0.09
H 21.199 -22.309 -14.091 0.09
H 22.461 -22.396 -12.878 0.08
H 21.503 -18.325 -15.898 0.08
H 19.936 -18.873 -16.675 0.08
H 21.367 -19.863 -16.742 0.09
H 19.929 -19.380 -10.629 0.09
H 21.519 -20.028 -10.873 0.08
H 20.138 -21.108 -10.628 0.10
C 24.738 -13.875 -14.229 -0.07
O 25.647 -12.756 -14.355 -0.22
P 27.213 -12.887 -14.784 0.42
O 27.986 -11.652 -14.637 -0.23
O 27.054 -13.388 -16.296 -0.22
C 26.540 -12.432 -17.207 -0.12
O 27.811 -14.146 -13.962 -0.21
C 29.221 -14.351 -13.859 -0.11
H 23.872 -13.749 -14.878 0.08
H 24.183 -13.914 -13.292 0.06
H 25.228 -14.817 -14.475 0.08
H 25.776 -12.839 -17.869 0.09
H 27.336 -12.188 -17.911 0.09
H 26.146 -11.534 -16.731 0.09
H 29.470 -15.372 -14.148 0.06
H 29.585 -14.419 -12.833 0.09
H 29.973 -13.778 -14.402 0.09
C 22.855 -20.566 -5.200 -0.08
O 23.253 -20.949 -6.557 -0.24
P 22.281 -20.609 -7.818 0.47
O 21.003 -21.371 -7.842 -0.25
O 23.262 -20.838 -9.155 -0.25
C 23.637 -22.221 -9.338 -0.09
O 22.080 -19.022 -7.794 -0.27
C 20.797 -18.409 -7.784 -0.13
H 23.120 -19.599 -4.772 0.05
H 23.195 -21.341 -4.512 0.09
H 21.771 -20.608 -5.098 0.08
H 22.909 -22.928 -8.941 0.09
H 24.626 -22.378 -8.906 0.07
H 23.711 -22.420 -10.407 0.08
H 20.593 -17.927 -8.740 0.08
H 20.699 -17.596 -7.064 0.05
H 19.910 -19.013 -7.591 0.09
C 22.974 -15.609 -11.368 -0.10
O 24.229 -15.019 -11.083 -0.25
P 25.612 -15.893 -10.897 0.53
O 25.974 -16.701 -12.090 -0.24
O 26.726 -14.849 -10.317 -0.19
C 26.299 -13.839 -9.413 -0.10
O 25.277 -16.728 -9.546 -0.24
C 24.718 -18.034 -9.623 -0.09
H 22.900 -16.687 -11.224 0.07
H 22.640 -15.318 -12.364 0.08
H 22.339 -15.239 -10.563 0.03
H 25.952 -12.954 -9.946 0.08
H 27.185 -13.560 -8.844 0.07
H 25.481 -14.203 -8.792 0.08
H 25.285 -18.566 -8.859 0.08
H 24.835 -18.485 -10.608 0.07
H 23.657 -17.995 -9.377 0.07
C 28.888 -17.527 -7.795 -0.06
O 27.921 -16.531 -7.360 -0.25
P 28.367 -15.051 -6.715 0.49
O 29.281 -14.351 -7.616 -0.22
O 26.928 -14.354 -6.337 -0.28
C 26.918 -13.046 -5.842 -0.11
O 29.017 -15.362 -5.262 -0.21
C 28.233 -15.952 -4.197 -0.09
H 29.126 -18.387 -7.169 0.08
H 29.784 -16.922 -7.935 0.07
H 28.593 -17.898 -8.777 0.07
H 27.887 -12.548 -5.878 0.10
H 26.523 -13.125 -4.829 0.10
H 26.239 -12.492 -6.490 0.06
H 27.705 -16.887 -4.384 0.09
H 27.438 -15.259 -3.924 0.07
H 28.804 -16.282 -3.329 0.09
C 23.081 -11.534 -10.109 -0.10
O 23.626 -11.651 -8.818 -0.23
P 23.928 -10.403 -7.886 0.48
O 24.298 -10.781 -6.489 -0.25
O 25.112 -9.480 -8.634 -0.24
C 26.364 -10.111 -8.918 -0.09
O 22.576 -9.494 -8.106 -0.25
C 22.344 -8.383 -7.167 -0.06
H 22.810 -10.557 -10.508 0.10
H 22.188 -12.158 -10.138 0.08
H 23.820 -11.862 -10.840 0.09
H 26.386 -11.167 -8.650 0.05
H 27.170 -9.628 -8.366 0.09
H 26.470 -9.958 -9.992 0.10
H 23.220 -8.283 -6.527 0.08
H 21.459 -8.475 -6.538 0.07
H 22.320 -7.478 -7.774 0.09
C 32.874 -17.835 -8.372 -0.12
O 31.874 -18.791 -8.228 -0.18
C 32.395 -20.084 -7.915 -0.20
C 31.391 -21.177 -7.976 -0.19
O 30.249 -21.138 -7.097 -0.14
C 29.318 -22.203 -7.151 -0.18
C 28.240 -21.852 -6.047 -0.13
O 27.544 -20.601 -6.379 -0.18
C 26.504 -20.835 -7.253 -0.14
H 32.380 -16.915 -8.686 0.09
H 33.593 -18.132 -9.135 0.09
H 33.401 -17.657 -7.435 0.09
H 32.833 -20.119 -6.917 0.13
H 33.198 -20.372 -8.594 0.13
H 31.848 -22.165 -8.016 0.13
H 30.940 -21.141 -8.967 0.08
H 29.759 -23.150 -6.837 0.12
H 28.909 -22.392 -8.143 0.11
H 28.738 -21.776 -5.081 0.12
H 27.555 -22.681 -5.869 0.11
H 26.762 -21.362 -8.171 0.08
H 26.087 -19.856 -7.486 0.08
H 25.739 -21.443 -6.768 0.07
C 20.276 -11.222 -5.974 -0.09
O 19.349 -11.665 -6.960 -0.22
C 19.163 -10.741 -8.080 -0.16
C 18.004 -11.061 -9.046 -0.17
O 18.348 -11.953 -10.122 -0.16
C 18.747 -13.281 -9.648 -0.15
C 19.214 -14.210 -10.837 -0.17
O 20.391 -13.790 -11.491 -0.21
C 20.216 -12.787 -12.443 -0.12
H 20.190 -12.000 -5.215 0.09
H 20.174 -10.174 -5.692 0.08
H 21.254 -11.367 -6.433 0.07
H 20.104 -10.794 -8.627 0.11
H 19.088 -9.711 -7.731 0.12
H 17.699 -10.122 -9.508 0.12
H 17.133 -11.423 -8.500 0.12
H 17.896 -13.674 -9.091 0.12
H 19.504 -13.206 -8.867 0.06
H 18.288 -14.378 -11.387 0.12
H 19.586 -15.151 -10.433 0.11
H 21.214 -12.718 -12.875 0.09
H 20.067 -11.792 -12.023 0.08
H 19.499 -12.996 -13.236 0.08
C 14.452 -19.615 -17.585 -0.08
O 15.250 -18.569 -16.905 -0.17
C 16.090 -17.988 -17.858 -0.23
C 17.211 -17.101 -17.227 -0.14
O 16.643 -15.859 -16.746 -0.13
C 17.419 -14.706 -17.011 -0.21
C 18.445 -14.544 -15.946 -0.24
O 19.552 -15.440 -16.078 -0.17
C 20.573 -15.108 -15.028 -0.06
H 15.016 -20.515 -17.829 0.08
H 13.877 -19.266 -18.443 0.08
H 13.771 -19.984 -16.818 0.08
H 15.428 -17.497 -18.571 0.12
H 16.611 -18.761 -18.423 0.11
H 17.865 -16.870 -18.068 0.12
H 17.771 -17.529 -16.395 0.12
H 16.746 -13.852 -16.936 0.13
H 17.836 -14.649 -18.016 0.13
H 17.913 -14.559 -14.994 0.13
H 18.860 -13.536 -15.961 0.12
H 21.145 -14.199 -15.210 0.07
H 21.394 -15.810 -14.882 0.06
H 20.067 -15.021 -14.067 0.07
```

Net charge   0
SMILES   COP(=O)(OC)OC.COP(=O)(OC)OC.COP(=O)(OC)OC.COP(=O)(OC)OC.COP(=O)(OC)OC.COP(=O)(OC)OC.COCCOCCOC.COCCOCCOC.COCCOCCOC.ClCCCl.ClCCCl.ClCCCl
Kohn-Sham gap   10.10 eV
Energy relative to the best compared isomer or geometry (same formula, charge and spin)   0.0 kJ/mol
Highest occupied orbital energy   -9.63 eV

[2]
The following is a quantum chemistry calculation of a 2-piece molecular cluster, C7H12 overall, from OMol25.

Geometry as XYZ:
```
19
Properties=species:S:1:pos:R:3:lowdin_charge:R:1
C 1.716 1.468 -0.265 -0.12
C 1.048 1.783 1.042 -0.25
C -0.254 1.649 1.279 -0.02
C -0.722 -1.422 -0.613 -0.28
C -2.199 -1.144 -0.631 -0.13
C -1.206 -1.041 -1.751 -0.02
C 0.394 -1.856 0.254 -0.05
H 2.154 2.371 -0.709 0.07
H 1.004 1.039 -0.978 0.06
H 2.536 0.752 -0.125 0.07
H 1.696 2.150 1.839 0.09
H -0.689 1.895 2.245 0.05
H -0.935 1.289 0.509 0.04
H -2.592 -0.236 -0.158 0.06
H -2.910 -1.978 -0.604 0.07
H -1.073 -0.814 -2.798 0.09
H 0.179 -2.839 0.688 0.08
H 1.333 -1.916 -0.305 0.08
H 0.521 -1.148 1.081 0.07
```

Net charge   0
SMILES   CC1=CC1.C=CC
Kohn-Sham gap   10.20 eV
Energy relative to the best compared isomer or geometry (same formula, charge and spin)   294.6 kJ/mol
Highest occupied orbital energy   -9.07 eV

[3]
The following is a quantum chemistry calculation of an isolated ion of composition C2NO4S and charge -1, from OMol25.

Geometry as XYZ:
```
8
Properties=species:S:1:pos:R:3:lowdin_charge:R:1
C -1.641 0.221 0.098 -0.45
C 1.448 0.297 -0.133 -0.84
N -1.435 -0.934 0.033 -0.22
O 1.825 1.011 0.728 0.05
O -2.114 1.264 0.176 0.15
O 1.403 0.281 -1.335 0.00
O 0.965 -1.014 0.541 -0.51
S -0.113 -1.871 -0.096 0.83
```

Net charge   -1
SMILES   O=C=NSOC(=O)[O-]
Kohn-Sham gap   7.27 eV
Energy relative to the best compared isomer or geometry (same formula, charge and spin)   22.3 kJ/mol
Highest occupied orbital energy   -3.81 eV

[4]
The following is a quantum chemistry calculation of an isolated ion of composition CH4NO3 and charge +1, from OMol25.

Geometry as XYZ:
```
9
Properties=species:S:1:pos:R:3:lowdin_charge:R:1
C 1.004 0.218 0.129 -0.54
N -0.403 0.122 0.459 0.32
O 1.935 -0.216 0.993 0.18
O 1.770 1.138 0.601 0.23
O 1.046 -0.491 -1.335 0.03
H -0.925 0.887 0.989 0.24
H -0.354 -0.829 0.966 0.24
H -0.949 -0.059 -0.399 0.19
H 1.787 -1.058 -1.611 0.12
```

Net charge   +1
SMILES   [NH3+]C1(O)OO1
Kohn-Sham gap   12.16 eV
Energy relative to the best compared isomer or geometry (same formula, charge and spin)   219.4 kJ/mol
Highest occupied orbital energy   -16.73 eV

[5]
The following is a quantum chemistry calculation of C4H14AsO as an isolated structure, from OMol25.

Geometry as XYZ:
```
20
Properties=species:S:1:pos:R:3:lowdin_charge:R:1
C 0.731 1.193 -1.787 -0.11
C -0.785 1.462 -1.621 -0.31
O -1.336 1.090 -0.382 -0.19
C -1.305 -0.327 -0.148 -0.31
C -0.859 -0.597 1.323 -0.43
As 1.085 -1.155 1.554 0.29
H 0.885 0.115 -1.904 0.06
H 1.294 1.561 -0.925 0.05
H 1.089 1.723 -2.683 0.06
H -1.347 1.052 -2.485 0.11
H -0.919 2.556 -1.688 0.10
H -0.712 -0.889 -0.883 0.08
H -2.354 -0.674 -0.246 0.10
H -1.518 -1.334 1.817 0.04
H -0.992 0.351 1.871 0.04
H 1.592 0.023 0.642 -0.10
H 0.993 -2.168 0.346 -0.10
H 0.639 -2.276 2.603 -0.12
H 1.208 -0.162 2.804 -0.12
H 2.611 -1.544 1.793 -0.14
```

Net charge   -1
Kohn-Sham gap   6.56 eV
Energy relative to the best compared isomer or geometry (same formula, charge and spin)   137.7 kJ/mol
Highest occupied orbital energy   -2.79 eV

[6]
The following is a quantum chemistry calculation of C40H41KN10O2SeSi as an isolated structure, from OMol25.

Geometry as XYZ:
```
96
Properties=species:S:1:pos:R:3:lowdin_charge:R:1
K 0.388 1.378 0.477 0.73
C -2.681 4.518 2.659 -0.07
C -1.350 4.074 2.043 -0.56
O -1.313 2.869 1.672 -0.19
C -0.347 5.035 1.970 -0.08
C 1.007 4.915 1.478 -0.37
C 1.861 6.163 1.617 -0.08
N 1.500 3.841 0.948 -0.02
N 2.836 3.983 0.552 0.01
C 3.361 2.881 0.070 -0.54
O 2.856 1.728 -0.083 -0.19
C 4.804 3.051 -0.368 -0.14
C 5.460 1.968 -0.945 -0.04
C 6.782 2.074 -1.362 -0.11
C 7.471 3.268 -1.205 -0.14
C 6.823 4.356 -0.628 -0.12
C 5.504 4.249 -0.215 -0.05
H -3.480 4.350 1.932 0.06
H -2.687 5.565 2.967 0.05
H -2.894 3.885 3.524 0.06
H -0.603 6.011 2.367 0.05
H 1.288 6.974 2.068 0.05
H 2.238 6.476 0.642 0.06
H 2.741 5.953 2.227 0.06
H 4.897 1.050 -1.055 0.10
H 7.276 1.219 -1.812 0.09
H 8.503 3.353 -1.529 0.08
H 7.353 5.295 -0.501 0.08
H 4.980 5.082 0.234 0.09
C 2.016 -1.072 3.825 -0.17
C 1.940 -0.694 2.547 -0.07
N 0.957 -1.365 1.723 -0.08
C -0.232 -1.700 2.487 -0.18
C 0.048 -2.197 3.779 -0.16
N 1.165 -1.997 4.431 0.01
C -1.513 -1.396 1.982 -0.19
C -2.689 -1.678 2.746 0.04
C -3.924 -1.348 2.265 -0.18
C -4.028 -0.707 1.018 0.00
C -2.851 -0.463 0.333 -0.23
N -1.640 -0.818 0.759 0.14
C -2.903 0.278 -0.965 -0.19
C -4.061 0.310 -1.749 -0.10
N -4.146 0.994 -2.881 0.07
C -3.049 1.651 -3.253 -0.14
C -1.884 1.606 -2.503 -0.10
N -1.813 0.927 -1.365 0.12
C -5.142 -1.638 3.057 -0.16
C -6.316 -2.077 2.449 -0.02
C -7.426 -2.350 3.230 -0.17
N -7.458 -2.215 4.554 0.03
C -6.336 -1.787 5.131 -0.16
C -5.173 -1.489 4.441 -0.01
H 2.745 -0.607 4.479 0.09
H 2.564 0.051 2.066 0.10
H -0.713 -2.770 4.310 0.09
H -2.597 -2.148 3.715 0.10
H -4.979 -0.333 0.669 0.10
H -4.939 -0.252 -1.454 0.10
H -3.099 2.224 -4.172 0.10
H -0.985 2.122 -2.825 0.11
H -6.354 -2.221 1.377 0.11
H -8.342 -2.700 2.764 0.09
H -6.370 -1.669 6.209 0.10
H -4.303 -1.122 4.970 0.12
C 2.179 -6.094 -0.293 -0.20
Si 2.829 -4.398 -0.778 0.41
C 2.581 -4.203 -2.629 -0.19
C 4.664 -4.304 -0.410 -0.19
C 1.971 -3.131 0.180 -0.06
C 1.466 -2.313 0.923 -0.11
H 2.671 -6.886 -0.866 0.02
H 1.104 -6.158 -0.477 0.02
H 2.345 -6.280 0.769 0.03
H 3.189 -4.935 -3.169 0.02
H 2.867 -3.207 -2.974 0.03
H 1.537 -4.362 -2.911 0.02
H 5.220 -5.064 -0.966 0.02
H 4.847 -4.447 0.656 0.03
H 5.054 -3.322 -0.685 0.03
C 0.154 -1.706 -2.029 -0.05
N -0.646 -1.441 -3.217 -0.11
C -1.939 -1.881 -3.396 -0.06
C -2.374 -1.387 -4.572 -0.07
N -1.333 -0.648 -5.104 -0.14
C -1.368 0.110 -6.331 -0.07
C -0.265 -0.671 -4.262 -0.79
Se 1.336 0.192 -4.510 0.56
H -0.035 -2.723 -1.698 0.08
H -0.124 -1.026 -1.224 0.06
H 1.202 -1.583 -2.279 0.05
H -2.434 -2.487 -2.658 0.13
H -3.327 -1.468 -5.061 0.11
H -2.303 -0.108 -6.844 0.08
H -0.519 -0.161 -6.957 0.07
H -1.298 1.177 -6.118 0.08
```

Net charge   -2
Kohn-Sham gap   4.36 eV
Energy relative to the best compared isomer or geometry (same formula, charge and spin)   67.5 kJ/mol
Highest occupied orbital energy   -0.67 eV